Formula: C2H6INOP
Source: the Open Molecules 2025 dataset
Level of theory: ωB97M-V/def2-TZVPD

Positions of all 12 atoms, in Å:
N -0.158 0.711 -0.837
C -0.683 -0.494 -0.094
C 0.318 -1.474 0.302
O 0.281 -2.249 1.239
P 2.247 -1.406 -0.718
I 3.180 0.389 0.498
H -0.560 0.700 -1.838
H 0.857 0.545 -1.024
H -0.403 1.570 -0.221
H -1.380 -1.065 -0.685
H -1.171 -0.147 0.814
H 2.516 -2.325 0.283

## Properties
Gap between HOMO and LUMO, eV: 8.60
Energy above the lowest of the compared OMol25 structures with the same formula, charge and spin, eV: 0.833
Total energy, a.u.: -848.5379
Maximum force, eV Å⁻¹: 5.16
SMILES: [NH3+]CC(=O)PI
HOMO energy, eV: -12.8
Charge: +1
LUMO, eV: -4.2468